Record 1
{
  "formula": "C51H73AsN12O4Pb",
  "method": "ωB97M-V/def2-TZVPD",
  "symbols": ["Pb", "C", "N", "C", "C", "N", "C", "C", "C", "C", "C", "C", "C", "C", "C", "N", "C", "N", "C", "C", "N", "C", "C", "C", "N", "C", "C", "H", "H", "H", "H", "H", "H", "H", "H", "H", "H", "H", "H", "H", "H", "H", "H", "H", "H", "H", "H", "H", "H", "H", "H", "H", "H", "H", "H", "H", "H", "C", "N", "C", "C", "N", "C", "C", "C", "C", "C", "C", "C", "C", "C", "N", "C", "N", "C", "C", "N", "C", "C", "C", "N", "C", "C", "H", "H", "H", "H", "H", "H", "H", "H", "H", "H", "H", "H", "H", "H", "H", "H", "H", "H", "H", "H", "H", "H", "H", "H", "H", "H", "H", "H", "H", "H", "O", "C", "O", "C", "O", "O", "C", "As", "C", "C", "C", "C", "C", "C", "C", "C", "H", "H", "H", "H", "H", "H", "H", "H", "H", "H", "H", "H", "H"],
  "positions_angstrom": [[0.3952, 0.6280, -1.3069], [2.8563, 4.2861, 2.4307], [2.4289, 2.9804, 2.9132], [3.3870, 2.3308, 3.7944], [1.5609, 2.1712, 2.1686], [1.4562, 2.1105, 0.8714], [2.5223, 2.6296, 0.0869], [3.8022, 2.1939, 0.3009], [4.8908, 2.7392, -0.4055], [4.6856, 3.7644, -1.2787], [3.3732, 4.2247, -1.5553], [3.1762, 5.2927, -2.4644], [1.9162, 5.6995, -2.7833], [0.8058, 5.0133, -2.2606], [0.9418, 3.9626, -1.3744], [-0.2086, 3.1709, -1.0878], [-1.3117, 3.8022, -0.7796], [-1.3174, 4.9021, 0.0530], [-0.2173, 5.1194, 0.9769], [-2.0251, 6.1088, -0.3431], [-2.5462, 3.3557, -1.1594], [-2.8023, 2.9679, -2.5496], [-3.7416, 3.6825, -0.3984], [2.2563, 3.5999, -0.9329], [0.6918, 1.4510, 2.9320], [0.3935, 1.7620, 4.3232], [-0.2606, 0.5853, 2.2695], [2.8197, 4.9935, 3.2659], [2.1941, 4.6457, 1.6475], [3.8739, 4.2729, 2.0330], [3.4863, 2.8934, 4.7285], [4.3743, 2.2785, 3.3183], [3.0652, 1.3163, 4.0206], [3.9641, 1.4109, 1.0306], [5.8901, 2.3538, -0.2282], [5.5169, 4.2248, -1.8017], [4.0449, 5.7538, -2.9203], [1.7578, 6.5029, -3.4938], [-0.1851, 5.2491, -2.6386], [0.2337, 4.1627, 1.2298], [-0.6076, 5.5847, 1.8866], [0.5521, 5.7748, 0.5538], [-2.6242, 5.9273, -1.2345], [-1.3005, 6.8948, -0.5824], [-2.6775, 6.4703, 0.4570], [-3.0508, 3.8484, -3.1529], [-1.9446, 2.4707, -2.9883], [-3.6530, 2.2872, -2.5766], [-3.4861, 3.9026, 0.6355], [-4.4129, 2.8223, -0.4209], [-4.2874, 4.5341, -0.8182], [0.8015, 2.7292, 4.5928], [0.8063, 1.0044, 4.9979], [-0.6896, 1.7831, 4.4618], [0.2191, 0.0275, 1.4727], [-1.0846, 1.1745, 1.8513], [-0.6635, -0.1223, 2.9906], [-1.7023, -4.8918, 2.7333], [-0.5818, -4.8287, 1.8069], [0.6915, -5.2202, 2.3845], [-0.6585, -3.8931, 0.7575], [0.1326, -2.9108, 0.5144], [1.1129, -2.4387, 1.3862], [0.8796, -2.3110, 2.7403], [1.9034, -1.9448, 3.6335], [3.1685, -1.7195, 3.1750], [3.4442, -1.7431, 1.7826], [4.7565, -1.4738, 1.3208], [5.0170, -1.4038, -0.0167], [3.9845, -1.5982, -0.9494], [2.7077, -1.9409, -0.5568], [1.7165, -2.1060, -1.5463], [1.8713, -3.0267, -2.4433], [2.6526, -4.1778, -2.3067], [2.9529, -4.7350, -1.0019], [3.6625, -4.4485, -3.3230], [1.1805, -2.9872, -3.6251], [0.8061, -1.7213, -4.2181], [0.7828, -4.1737, -4.3562], [2.3996, -2.0335, 0.8518], [-1.6738, -4.2050, -0.1367], [-2.0863, -5.6045, -0.2257], [-1.6982, -3.5134, -1.4259], [-1.9781, -5.9275, 2.9504], [-2.5662, -4.3776, 2.3137], [-1.4460, -4.4079, 3.6849], [0.6588, -6.2910, 2.6072], [0.9279, -4.6838, 3.3069], [1.4995, -5.0456, 1.6788], [-0.1141, -2.5269, 3.1194], [1.6887, -1.8903, 4.6970], [3.9791, -1.5025, 3.8619], [5.5355, -1.2866, 2.0525], [6.0161, -1.1737, -0.3716], [4.1728, -1.4534, -2.0091], [2.1426, -4.4977, -0.3187], [3.8925, -4.3641, -0.5811], [3.0224, -5.8231, -1.0950], [3.5026, -3.8152, -4.1916], [3.6321, -5.4953, -3.6379], [4.6616, -4.2386, -2.9264], [1.4320, -0.9403, -3.8024], [-0.2417, -1.4607, -4.0392], [0.9732, -1.7572, -5.2975], [1.3112, -4.2560, -5.3126], [-0.2884, -4.1248, -4.5755], [0.9811, -5.0648, -3.7694], [-1.2346, -6.2775, -0.3582], [-2.7457, -5.7050, -1.0848], [-2.6400, -5.9276, 0.6539], [-2.6853, -3.6188, -1.8657], [-0.9457, -3.9330, -2.1035], [-1.4710, -2.4618, -1.2886], [0.3944, 2.2944, -5.2379], [0.6257, 1.7150, -4.1982], [-0.2671, 1.1488, -3.4392], [2.0972, 1.5782, -3.6788], [3.0236, 1.9276, -4.3730], [2.2252, 1.0485, -2.4869], [-6.7652, -1.7077, -0.9742], [-4.8081, -1.7593, -0.8007], [-4.4254, -1.0406, -2.5846], [-4.6397, -0.0244, 0.1210], [-4.7333, -0.0701, 1.6317], [-4.3840, -1.2010, 2.3723], [-4.4664, -1.2023, 3.7604], [-4.8989, -0.0700, 4.4371], [-5.2319, 1.0699, 3.7147], [-5.1493, 1.0658, 2.3281], [-7.2450, -1.9719, -0.0333], [-7.0830, -2.4200, -1.7369], [-7.0855, -0.7063, -1.2704], [-4.5640, -1.8192, -3.3350], [-3.3942, -0.6857, -2.6458], [-5.1009, -0.2134, -2.8137], [-5.4108, 0.6412, -0.2720], [-3.6789, 0.4013, -0.1890], [-4.0329, -2.0863, 1.8543], [-4.1908, -2.0917, 4.3176], [-4.9830, -0.0766, 5.5174], [-5.5573, 1.9651, 4.2320], [-5.4076, 1.9635, 1.7717]],
  "atomic_forces_ev_per_a": [[0.0, 0.2, -0.7], [-0.1, -0.1, 0.1], [0.1, -0.1, -0.2], [-0.1, 0.1, 0.0], [-0.1, 0.2, -0.2], [0.4, 0.2, 0.2], [-0.2, 0.0, 0.2], [0.1, -0.1, -0.1], [0.0, 0.0, 0.1], [0.0, 0.0, 0.0], [-0.1, 0.0, 0.0], [0.0, 0.0, 0.0], [0.0, 0.0, 0.0], [-0.1, -0.2, 0.0], [-0.1, 0.1, -0.1], [-0.1, 0.2, -0.3], [0.4, 0.0, 0.4], [0.1, 0.2, 0.0], [-0.2, 0.0, 0.0], [0.0, 0.0, 0.0], [-0.2, -0.1, -0.1], [0.1, 0.0, 0.2], [0.1, -0.1, -0.1], [0.0, -0.1, 0.0], [0.0, -0.1, 0.2], [0.0, -0.1, -0.2], [-0.1, 0.1, 0.0], [0.0, 0.0, 0.0], [0.1, 0.0, 0.1], [0.0, 0.0, -0.1], [0.0, -0.1, 0.0], [0.0, 0.0, 0.0], [0.0, 0.0, 0.0], [0.0, -0.1, 0.0], [-0.1, 0.0, 0.0], [-0.1, 0.0, 0.0], [0.0, 0.0, 0.0], [0.0, -0.1, 0.0], [0.1, 0.0, 0.0], [-0.1, 0.0, -0.1], [0.0, 0.0, 0.0], [0.0, 0.0, 0.0], [0.0, 0.0, 0.1], [0.0, 0.0, 0.0], [0.0, 0.0, 0.0], [-0.1, 0.0, 0.0], [0.2, 0.0, 0.0], [0.0, -0.1, 0.0], [0.0, 0.0, 0.0], [0.0, 0.0, 0.0], [0.0, 0.0, 0.0], [0.0, 0.1, 0.0], [0.0, 0.0, 0.0], [0.0, 0.0, 0.0], [0.0, 0.0, 0.1], [-0.1, 0.0, -0.1], [0.0, 0.0, 0.0], [0.1, 0.0, -0.1], [0.0, 0.3, 0.3], [-0.1, -0.1, -0.1], [0.3, -0.2, -0.1], [-0.2, 0.0, -0.3], [0.1, -0.1, 0.0], [0.2, 0.0, -0.1], [0.0, 0.0, 0.0], [-0.1, 0.1, 0.0], [-0.2, 0.0, -0.1], [0.0, 0.1, 0.0], [0.0, 0.0, 0.0], [-0.1, 0.0, 0.0], [-0.2, -0.1, 0.1], [0.2, -0.1, -0.3], [-0.1, -0.2, 0.3], [0.2, 0.1, 0.0], [-0.1, 0.0, -0.2], [-0.1, 0.0, 0.1], [0.2, 0.0, -0.1], [-0.1, 0.0, 0.1], [0.0, 0.1, 0.0], [-0.1, -0.1, 0.0], [0.0, 0.1, 0.0], [0.0, 0.1, 0.0], [0.2, 0.0, 0.4], [0.0, 0.0, 0.0], [0.0, 0.0, 0.0], [0.0, 0.0, 0.0], [0.0, 0.0, 0.0], [0.0, 0.0, 0.0], [0.0, 0.0, 0.0], [0.1, 0.0, 0.0], [0.0, 0.0, -0.1], [0.0, 0.0, 0.0], [0.0, 0.0, 0.0], [-0.1, 0.0, 0.0], [0.0, 0.0, 0.1], [0.0, 0.0, 0.0], [0.0, 0.0, 0.0], [0.0, 0.0, 0.0], [0.0, 0.0, 0.0], [0.0, 0.0, 0.0], [0.0, 0.0, 0.0], [0.0, 0.1, 0.0], [0.0, 0.0, 0.0], [0.0, 0.0, 0.0], [0.0, 0.0, 0.0], [0.0, 0.0, 0.0], [0.0, 0.0, 0.0], [0.0, 0.0, 0.0], [0.0, 0.0, 0.0], [0.0, 0.0, 0.0], [-0.1, 0.0, 0.0], [0.0, 0.0, 0.0], [0.0, 0.1, 0.0], [0.0, 0.0, 0.1], [-0.1, 0.0, 0.0], [-0.2, -0.1, 0.3], [0.1, 0.1, 0.0], [0.0, 0.0, 0.1], [-0.1, -0.1, 0.3], [0.0, 0.0, -0.1], [-0.2, 0.0, -0.1], [0.0, 0.1, -0.1], [0.1, 0.1, 0.2], [0.1, 0.0, 0.0], [0.1, 0.1, 0.0], [0.0, 0.1, 0.0], [0.0, 0.0, 0.0], [0.0, 0.0, -0.1], [0.0, 0.0, 0.0], [0.0, 0.0, 0.0], [0.0, 0.0, 0.0], [0.0, -0.1, 0.0], [0.0, 0.0, 0.0], [0.0, 0.0, 0.0], [0.0, 0.0, 0.0], [0.0, 0.0, 0.0], [0.1, -0.1, 0.1], [0.0, 0.0, 0.0], [0.0, 0.0, -0.1], [0.0, 0.0, 0.0], [0.0, 0.0, 0.0], [0.0, -0.1, 0.1]],
  "nbo_charge": [1.631, -0.409, -0.489, -0.405, 0.653, -0.654, 0.122, -0.198, -0.216, -0.184, -0.058, -0.184, -0.212, -0.211, 0.122, -0.687, 0.664, -0.455, -0.421, -0.407, -0.430, -0.425, -0.409, -0.025, -0.422, -0.407, -0.397, 0.193, 0.225, 0.201, 0.193, 0.192, 0.218, 0.205, 0.211, 0.212, 0.212, 0.215, 0.201, 0.236, 0.199, 0.199, 0.211, 0.203, 0.195, 0.184, 0.283, 0.194, 0.221, 0.201, 0.184, 0.223, 0.193, 0.202, 0.221, 0.191, 0.206, -0.408, -0.494, -0.399, 0.642, -0.564, 0.139, -0.227, -0.225, -0.220, -0.062, -0.226, -0.191, -0.254, 0.161, -0.590, 0.649, -0.478, -0.409, -0.405, -0.443, -0.395, -0.408, -0.038, -0.437, -0.399, -0.385, 0.195, 0.217, 0.184, 0.195, 0.192, 0.215, 0.199, 0.208, 0.209, 0.208, 0.217, 0.231, 0.219, 0.195, 0.195, 0.219, 0.190, 0.193, 0.234, 0.200, 0.202, 0.190, 0.196, 0.221, 0.190, 0.206, 0.200, 0.198, 0.184, 0.224, -0.611, 0.669, -0.949, 0.671, -0.594, -0.963, -0.949, 0.879, -0.952, -0.736, -0.041, -0.175, -0.224, -0.224, -0.206, -0.209, 0.230, 0.227, 0.210, 0.229, 0.233, 0.215, 0.215, 0.232, 0.211, 0.211, 0.214, 0.213, 0.205],
  "fmax_ev_per_a": 0.76
}

=====

Record 2
{
  "formula": "C4H9N",
  "method": "ωB97M-V/def2-TZVPD",
  "symbols": ["C", "C", "C", "C", "N", "H", "H", "H", "H", "H", "H", "H", "H", "H"],
  "positions_angstrom": [[1.3298, -0.1185, -0.8554], [-0.0694, -0.1782, -1.4082], [-1.0423, 0.5541, -0.6043], [-1.3688, -0.7553, 1.0409], [-1.0260, 0.4819, 0.7199], [1.8527, 0.8113, -1.0917], [1.2879, -0.1499, 0.2685], [1.9460, -0.9958, -1.1042], [-0.5264, -1.1466, -1.3663], [-0.0629, 0.3540, -2.4035], [-2.0113, 0.8088, -1.0371], [0.4716, 0.6344, 2.7840], [-1.8350, -0.5385, 2.0565], [1.0539, 0.2383, 3.0010]],
  "atomic_forces_ev_per_a": [[0.8, -0.8, 2.1], [1.0, 3.3, -1.6], [0.2, -1.1, 2.1], [-1.5, -0.5, 2.4], [-1.1, 1.4, -3.4], [-0.1, -0.2, -0.3], [0.0, 0.0, -1.0], [-0.2, 0.4, -0.3], [-0.4, -1.0, -0.3], [-0.3, -1.4, 0.4], [0.4, 0.9, -0.2], [-0.1, 0.1, 0.0], [1.1, -1.2, 0.1], [0.2, -0.1, 0.1]],
  "nbo_charge": [-0.621, -0.536, 0.455, -0.230, -0.560, 0.215, 0.234, 0.227, 0.300, 0.226, 0.189, 0.008, 0.103, -0.008],
  "relative_energy_kj_mol": 606.3,
  "fmax_ev_per_a": 3.86
}

=====

Record 3
{
  "formula": "C5H9N2P",
  "method": "ωB97M-V/def2-TZVPD",
  "symbols": ["C", "C", "C", "C", "C", "N", "N", "P", "H", "H", "H", "H", "H", "H", "H", "H", "H"],
  "positions_angstrom": [[-0.3379, 1.1873, -1.4814], [0.0852, 1.7655, -0.3359], [-2.1672, 1.5158, -0.1724], [2.0696, -1.6630, 0.4297], [-0.5569, -1.7096, 1.2083], [-1.7000, 1.0471, -1.3546], [-1.0385, 1.9528, 0.4332], [0.9431, -1.9479, 1.8835], [0.2008, 0.8720, -2.3510], [1.0631, 2.0595, -0.0169], [1.5134, -1.6040, -0.5014], [2.8002, -2.4691, 0.3736], [2.6154, -0.7324, 0.5847], [-0.7197, -1.4687, 0.1710], [-2.2992, 0.6326, -2.0493], [-1.4390, -1.7893, 1.8234], [-1.0324, 2.3515, 1.3554]],
  "atomic_forces_ev_per_a": [[0.5, 0.1, 0.1], [0.3, -0.1, -0.4], [-0.9, 0.0, 0.3], [-0.2, -0.1, 0.3], [0.6, -0.1, 0.4], [-0.1, 0.1, 0.2], [-0.1, -0.1, -0.2], [-0.4, 0.2, -0.5], [0.2, 0.0, -0.1], [0.2, 0.0, 0.0], [0.0, 0.0, -0.1], [0.0, 0.0, 0.0], [0.1, 0.0, 0.0], [0.0, 0.1, -0.2], [0.0, 0.1, 0.2], [-0.1, 0.0, 0.1], [-0.1, 0.0, -0.1]],
  "nbo_charge": [-0.115, -0.104, 0.080, -0.951, -0.835, -0.568, -0.561, 0.671, 0.221, 0.220, 0.225, 0.230, 0.229, 0.208, 0.416, 0.220, 0.416],
  "relative_energy_kj_mol": 144.3,
  "fmax_ev_per_a": 0.96
}

=====

no.,HOMO level (Eh),frontier orbital gap (eV)
1,-0.2593,7.45
2,-0.2741,6.63
3,-0.3156,9.22